i) ORCA calculation (ωB97M-V with the def2-TZVPD basis set) on a single C2H2OS molecule.

The geometry in XYZ format:
```
6
Properties=species:S:1:pos:R:3:mulliken_charge:R:1
C 0.029 1.215 0.883 0.354
C 0.223 0.599 -0.109 -0.657
S 0.357 -0.265 -1.521 0.067
O -0.166 -1.764 -0.909 -0.481
H -0.203 1.965 1.603 0.381
H -0.242 -1.750 0.053 0.336
```

For the gap between HOMO and LUMO, the calculation gives 8.851 eV. As for the net charge: 0. The SMILES is C#CSO.


ii) ORCA calculation (ωB97M-V with the def2-TZVPD basis set) on a single C2H2OS molecule.

The geometry in XYZ format:
```
6
Properties=species:S:1:pos:R:3:mulliken_charge:R:1
O 1.225 -0.332 -1.190 -0.368
C 0.154 -0.447 -0.689 0.166
C -0.248 0.345 0.575 -0.209
S 0.928 0.616 1.659 -0.136
H -0.747 -0.941 -1.169 0.265
H -1.311 0.758 0.814 0.281
```

For the gap between HOMO and LUMO, the calculation gives 7.875 eV. As for the net charge: 0. The SMILES is O=CC=S.


Going by the energies, ii) is most stable and the next is 28.7 kcal/mol up.


i) ORCA calculation (ωB97M-V with the def2-TZVPD basis set) on 3 unconnected molecules or ions with the total composition C3H11NO2.

The geometry in XYZ format:
```
17
Properties=species:S:1:pos:R:3:mulliken_charge:R:1
C -0.781 -0.797 -1.765 -0.776
C -0.037 0.184 -1.176 0.308
N 1.137 -0.162 -0.581 -0.022
C 1.855 0.862 0.152 -0.804
H -0.341 -1.783 -1.900 0.331
H -1.689 -0.612 -2.333 0.287
H -0.258 1.246 -1.171 0.261
H 1.719 -0.690 -1.228 0.332
H 2.845 0.498 0.395 0.350
H 1.920 1.786 -0.419 0.364
H 1.333 1.129 1.065 0.316
H -1.194 0.303 1.741 0.397
H -1.475 1.828 1.817 0.299
O -0.811 1.180 1.562 -0.636
H -1.198 -2.213 1.832 0.342
H -1.384 -1.316 0.547 0.343
O -1.642 -1.443 1.463 -0.693
```

For the gap between HOMO and LUMO (alpha / beta), the calculation gives 10.898 / 7.143 eV. As for the net charge: +1. Its spin multiplicity is 2.


ii) ORCA calculation (ωB97M-V with the def2-TZVPD basis set) on 2 unconnected molecules or ions with the total composition C3H11NO2.

The geometry in XYZ format:
```
17
Properties=species:S:1:pos:R:3:mulliken_charge:R:1
C 0.275 0.361 1.662 -0.476
O -1.035 0.013 1.795 -0.458
C 0.879 -0.425 0.295 0.342
C 2.356 -0.743 0.591 -1.222
N 0.744 0.515 -0.728 -0.342
H 0.828 -0.002 2.537 0.291
H 0.473 1.440 1.598 0.421
H -1.628 0.775 1.824 0.360
H 0.128 -1.195 0.210 0.418
H 2.457 -1.820 0.682 0.326
H 3.012 -0.402 -0.211 0.380
H 2.660 -0.347 1.554 0.344
H 1.261 1.386 -0.587 0.310
H -0.200 0.683 -1.096 0.305
H -4.403 0.624 -3.238 0.323
H -3.890 -0.822 -3.156 0.318
O -3.919 -0.044 -3.732 -0.640
```

For the gap between HOMO and LUMO (alpha / beta), the calculation gives 10.612 / 5.932 eV. As for the net charge: +1. Its spin multiplicity is 2.


Going by the energies, i) is most stable and the next is 10.1 kcal/mol up.


i) ORCA calculation (ωB97M-V with the def2-TZVPD basis set) on a single C3H6BrOP molecule.

The geometry in XYZ format:
```
12
Properties=species:S:1:pos:R:3:mulliken_charge:R:1
C 1.548 0.034 -0.732 -1.165
C 0.056 0.082 -0.680 -0.477
C -0.632 -0.145 0.686 -0.216
O -3.192 -0.700 1.387 -0.410
P -2.495 0.282 0.598 0.304
Br -0.315 1.089 2.207 -0.134
H 2.077 -0.113 -1.737 0.295
H 1.901 1.002 -0.322 0.291
H 2.032 -0.670 -0.097 0.344
H -0.220 1.024 -1.031 0.394
H -0.388 -0.647 -1.353 0.375
H -0.372 -1.240 1.073 0.398
```

For the gap between HOMO and LUMO, the calculation gives 8.975 eV. As for the net charge: 0.


ii) ORCA calculation (ωB97M-V with the def2-TZVPD basis set) on 2 unconnected molecules or ions with the total composition C3H6BrOP.

The geometry in XYZ format:
```
12
Properties=species:S:1:pos:R:3:mulliken_charge:R:1
C 1.479 -0.733 -0.055 -0.992
C 0.519 0.206 0.641 -0.446
C -0.781 0.310 -0.073 -0.168
O -2.884 1.713 -0.790 -0.451
P -2.428 1.100 0.488 0.230
Br -1.823 -1.417 0.010 -0.132
H 1.113 -1.752 -0.276 0.276
H 1.573 -0.190 -1.103 0.250
H 2.451 -0.802 0.356 0.346
H 0.340 -0.004 1.599 0.463
H 0.847 1.235 0.764 0.331
H -0.406 0.333 -1.561 0.294
```

For the gap between HOMO and LUMO, the calculation gives 9.350 eV. As for the net charge: 0.


Going by the energies, i) is most stable and the next is 40.2 kcal/mol up.


i) ORCA calculation (ωB97M-V with the def2-TZVPD basis set) on 2 unconnected molecules or ions with the total composition C3H3N2P.

The geometry in XYZ format:
```
9
Properties=species:S:1:pos:R:3:mulliken_charge:R:1
C 1.074 -1.128 0.682 0.399
C 1.252 1.769 -0.019 -0.047
C -1.189 -0.306 -0.501 -0.959
N 1.224 -1.788 1.610 -0.318
N 1.411 2.853 0.283 -0.336
P 0.653 -0.479 -0.895 0.214
H -1.215 -0.497 0.552 0.329
H -1.695 -1.043 -0.993 0.363
H -1.515 0.621 -0.719 0.355
```

For the gap between HOMO and LUMO, the calculation gives 9.166 eV. As for the net charge: 0.


ii) ORCA calculation (ωB97M-V with the def2-TZVPD basis set) on 2 unconnected molecules or ions with the total composition C3H3N2P.

The geometry in XYZ format:
```
9
Properties=species:S:1:pos:R:3:mulliken_charge:R:1
C 0.837 -1.223 0.188 0.281
C 1.094 1.068 -0.318 0.324
C 0.294 0.036 0.206 -0.018
N 1.192 -2.333 -0.020 -0.366
N 1.568 2.121 -0.624 -0.379
P -1.053 0.339 1.330 -0.086
H -0.551 0.003 -2.232 0.045
H -1.519 -1.047 1.029 0.103
H -1.862 1.036 0.442 0.097
```

For the gap between HOMO and LUMO (alpha / beta), the calculation gives 8.408 / 8.811 eV. As for the net charge: 0.


Going by the energies, i) is most stable and the next is 57.4 kcal/mol up.